Formula: C18H24MnN4O3
Source: the Open Molecules 2025 dataset
Level of theory: ωB97M-V/def2-TZVPD

Last column: Mulliken spin population.
Geometry (Å):
N1 2.52425 -0.47498 -2.86651  0.000
C1 3.00192 -1.52280 -2.84534  0.003
C2 3.57747 -2.86196 -2.94763  0.000
H1 3.78021 -3.30540 -1.95179  0.000
H2 4.54561 -2.82227 -3.48887  0.000
H3 2.90929 -3.54353 -3.51598  0.000
N2 -0.86309 4.47403 -1.03599  -0.001
C3 -1.80676 4.22062 -1.68565  0.004
C4 -2.97372 4.19754 -2.50684  0.000
H4 -2.68307 4.84804 -3.38219  0.000
H5 -3.77889 4.61002 -1.83216  0.000
H6 -3.10702 3.11177 -2.77079  0.000
N3 -1.85092 0.19744 3.44379  0.000
C5 -1.79868 -0.86586 3.92153  0.004
C6 -1.79163 -2.15001 4.62625  0.000
H7 -2.77824 -2.63467 4.50656  0.000
H8 -1.61409 -2.00479 5.70766  0.000
H9 -1.00740 -2.82865 4.26036  0.000
Mn1 2.12550 2.35905 1.26927  0.936
C7 -0.94144 0.21853 0.18545  0.233
O1 -2.00543 0.05786 0.64744  0.285
C8 -0.18180 0.09461 -1.01504  0.192
O2 -0.18315 -0.24987 -2.16851  0.278
C9 3.84301 2.81672 0.62658  -0.016
C10 3.83713 1.75348 1.63418  0.015
C11 2.98070 1.87914 2.86142  0.052
C12 2.15866 3.06577 3.04742  -0.005
C13 2.29217 4.11636 2.07815  0.006
C14 3.08899 3.99489 0.92571  0.043
H10 4.13500 2.57407 -0.38848  -0.005
H11 4.06547 0.72910 1.29769  -0.001
H12 2.63402 0.93597 3.32923  0.002
H13 1.25208 3.00300 3.69744  -0.005
H14 1.63146 4.99505 2.17909  -0.006
H15 3.04646 4.77714 0.17424  -0.006
C15 -0.71384 -6.07934 0.08133  0.017
N4 -0.27410 -4.71021 0.27289  0.617
C16 0.90374 -4.48092 1.07253  -0.012
C17 -0.89549 -3.62352 -0.25740  -0.059
C18 -2.11314 -3.89304 -1.10088  -0.002
O3 -0.42539 -2.49988 -0.01669  0.246
H16 -0.01817 -6.71340 0.63739  0.006
H17 -0.69797 -6.35896 -0.98432  0.047
H18 -1.73581 -6.22536 0.46583  0.046
H19 1.69586 -3.98945 0.48993  0.044
H20 0.68158 -3.84503 1.94091  0.042
H21 1.25254 -5.45670 1.41288  0.005
H22 -2.88211 -4.40548 -0.50207  -0.003
H23 -2.51850 -2.94593 -1.46487  0.000
H24 -1.83885 -4.51944 -1.96389  -0.003

HOMO level (alpha / beta) (eV): -20.655 / -20.654
Spin multiplicity: 4
Expectation value of S²: 3.80
Relative energy (zero: lowest compared OMol25 entry of this formula, charge and spin) (kcal/mol): 239.4
Net charge: +4



Formula: C5H11NO2
Source: the Open Molecules 2025 dataset
Level of theory: ωB97M-V/def2-TZVPD

Last column: natural (NBO) charge in e.
Geometry (Å):
C1 1.68572 -0.35112 1.04645  -0.633
C2 0.29990 -0.58714 1.61698  -0.386
C3 -0.87945 -0.96215 0.80368  -0.534
C4 -1.02093 -0.96768 -0.67621  0.694
O1 -0.92809 -2.02727 -1.27011  -0.568
N1 -1.31736 0.28481 -1.32167  -0.695
C5 -0.42358 1.45166 -1.05650  0.102
O2 0.14773 1.95019 -2.20059  -0.735
H1 2.55945 -0.79454 1.61850  0.231
H2 1.87436 0.74093 0.63833  0.205
H3 1.80441 -0.73459 0.03732  0.212
H4 0.28661 -1.15177 2.49212  0.216
H5 -0.03101 0.42248 2.05942  0.181
H6 -1.60064 -0.42333 1.36423  0.238
H7 -0.80393 -2.06051 1.11907  0.244
H8 -1.68263 0.22569 -2.31945  0.407
H9 -0.98440 2.31575 -0.73786  0.172
H10 0.53041 1.27692 -0.35603  0.171
H11 0.48344 1.39165 -2.85767  0.479

HOMO level (eV): -9.599
Relative energy (zero: lowest compared OMol25 entry of this formula, charge and spin) (kcal/mol): 71.5
Net charge: 0



Formula: C24H60F6N14O13P3S2
Source: the Open Molecules 2025 dataset
Level of theory: ωB97M-V/def2-TZVPD

Last column: Mulliken spin population.
Geometry (Å):
N1 -0.81881 -0.44411 0.47122  -0.005
O1 0.13020 -1.05342 1.01766  0.000
O2 -1.98580 -0.46513 0.94342  -0.008
O3 -0.68492 0.03309 -0.65409  -0.045
N2 -2.20413 -3.86248 0.97643  0.000
O4 -1.03078 -4.06175 1.14134  0.000
O5 -2.63257 -3.23402 -0.00255  0.000
O6 -2.99290 -4.17381 1.86519  0.000
C1 1.49846 -0.39120 5.99192  -0.009
F1 2.82373 -0.57449 5.89496  -0.002
F2 1.09411 -1.31756 6.84183  -0.002
F3 1.26105 0.76417 6.49237  -0.002
S1 0.55471 -0.49320 4.29576  0.041
O7 -0.57214 0.39891 4.35854  -0.003
O8 1.64558 -0.27268 3.35077  -0.012
N3 0.24502 -2.19548 4.06483  -0.001
S2 -1.24654 -2.37751 4.55719  0.001
O9 -1.60649 -1.82273 5.86888  0.000
O10 -2.22919 -2.12214 3.53338  -0.001
C2 -1.22142 -4.29761 4.79197  0.000
F4 -0.28117 -4.95234 3.98496  0.000
F5 -0.92720 -4.60389 5.99678  0.000
F6 -2.48266 -4.74067 4.62128  0.000
O11 1.88238 -2.76736 -1.03644  0.033
P1 1.95308 -3.08793 -2.49447  0.005
N4 2.42484 -1.67547 -3.41362  -0.486
C3 2.00233 -0.34898 -2.88297  -0.055
C4 2.78992 -1.75073 -4.83600  0.495
N5 0.47101 -3.59198 -3.23722  0.065
C5 -0.74911 -3.21638 -2.61913  -0.015
C6 0.29540 -4.29027 -4.51314  0.024
N6 3.02439 -4.37082 -2.83368  -0.293
C7 4.45668 -4.17027 -2.87244  0.292
C8 2.68214 -5.77577 -2.64471  0.016
H1 1.74524 -0.46558 -1.83017  0.057
H2 1.03590 -0.06762 -3.30123  0.002
H3 2.61744 0.55077 -2.89662  0.187
H4 2.17793 -0.95894 -5.26802  0.090
H5 2.58539 -2.72152 -5.28748  -0.031
H6 3.83315 -1.47551 -4.99099  -0.187
H7 -0.68039 -2.33472 -1.98191  0.003
H8 -1.46065 -2.98483 -3.41171  -0.012
H9 -1.25744 -3.98734 -2.04005  0.002
H10 -0.55223 -4.97301 -4.45411  -0.003
H11 -0.06115 -3.63475 -5.30767  0.033
H12 1.22804 -4.82751 -4.68534  -0.034
H13 4.74587 -3.13616 -3.05976  -0.067
H14 4.97378 -4.59960 -2.01431  0.141
H15 4.82956 -4.71833 -3.73771  -0.097
H16 1.95195 -6.14215 -3.36629  0.003
H17 2.41801 -5.89131 -1.59353  -0.001
H18 3.55082 -6.38901 -2.88437  -0.002
O12 -5.34950 1.13755 1.01638  0.000
P2 -5.52048 2.60413 0.74876  0.012
N7 -6.51296 2.83206 -0.57919  -0.012
C9 -7.96347 2.54729 -0.50904  0.004
C10 -6.02998 2.43623 -1.89965  0.004
N8 -4.11049 3.51058 0.44068  -0.029
C11 -2.75911 2.99536 0.83482  -0.043
C12 -4.12437 4.78625 -0.23523  0.003
N9 -6.20386 3.55762 1.94554  -0.028
C13 -6.49570 2.92066 3.22937  0.002
C14 -6.58880 4.93300 1.85693  0.038
H19 -8.48028 3.06674 0.29792  0.004
H20 -8.20595 1.48808 -0.59499  0.001
H21 -8.36639 2.90533 -1.45643  -0.002
H22 -6.48550 1.58648 -2.40810  0.001
H23 -4.96904 2.25019 -1.73260  -0.001
H24 -6.11410 3.26482 -2.60282  0.000
H25 -2.77941 3.03951 1.92374  -0.005
H26 -2.68427 1.95969 0.50331  -0.005
H27 -1.90507 3.56233 0.46432  0.038
H28 -5.00272 4.86191 -0.87622  -0.003
H29 -4.22367 5.60053 0.48252  0.008
H30 -3.21835 4.89774 -0.83088  0.009
H31 -6.39719 1.83763 3.15550  0.002
H32 -5.91017 3.27906 4.07601  -0.002
H33 -7.51607 3.18720 3.50489  0.003
H34 -7.66861 5.08149 1.86392  -0.008
H35 -6.18570 5.39095 0.95366  0.000
H36 -6.11172 5.43613 2.69797  0.003
O13 3.48699 -0.91065 1.47566  0.168
P3 4.46474 0.11296 1.04892  -0.385
N10 3.77374 1.53285 0.49260  -0.166
C15 2.34414 1.79057 0.46539  -0.112
C16 4.56103 2.69873 0.12486  1.173
N11 5.51534 -0.30714 -0.19408  -0.824
C17 6.61262 0.55731 -0.68386  1.914
C18 5.01707 -1.32336 -1.14480  -0.050
N12 5.45833 0.62505 2.36167  -0.187
C19 6.52965 -0.35203 2.81454  0.080
C20 4.70677 1.20718 3.46841  0.015
H37 1.79792 1.12113 -0.19914  -0.099
H38 2.17917 2.83107 0.18568  0.092
H39 1.95792 1.67914 1.47856  -0.031
H40 4.09879 3.65958 0.35109  -0.381
H41 4.87119 2.75011 -0.91882  0.053
H42 5.52707 2.76204 0.62571  -0.234
H43 7.22384 -0.20292 -1.17023  -0.639
H44 6.22778 1.22945 -1.45082  0.417
H45 7.13680 1.16138 0.05670  -0.382
H46 3.93479 -1.22003 -1.22276  0.194
H47 5.42787 -1.22312 -2.14943  0.022
H48 5.29550 -2.33179 -0.83880  -0.060
H49 6.99980 0.03048 3.72048  -0.101
H50 6.07786 -1.33782 2.92502  0.081
H51 7.33641 -0.41779 2.08452  0.107
H52 4.28801 2.15098 3.11915  0.058
H53 5.34652 1.45925 4.31415  -0.003
H54 3.96074 0.49174 3.81438  0.009
C21 -0.16958 3.78872 -1.35509  -0.021
C22 -1.07652 4.16006 -2.46301  0.033
N13 -1.83667 4.40631 -3.26470  -0.055
H55 -0.49792 2.78991 -1.06757  0.080
H56 -0.39506 4.45783 -0.52470  0.019
H57 0.84086 3.95820 -1.72710  0.093
C23 -2.38843 0.03181 -2.92257  0.000
C24 -3.43071 -0.48583 -2.07275  0.004
N14 -4.32018 -0.95974 -1.48205  -0.001
H58 -1.49275 -0.58732 -2.97283  0.007
H59 -1.98761 0.90858 -2.41395  0.000
H60 -2.77134 0.41353 -3.86903  0.001

HOMO level (alpha / beta) (eV): 5.399 / 3.037
Spin multiplicity: 2
Expectation value of S²: 0.75
Net charge: -4



Results for energy: -62420.5071 -10946.1676 -139165.5511 (in eV, following the order of the records).